No. 1
The following is a quantum chemistry calculation of 2 unconnected molecules or ions with the total composition C9H9N2O2S, from the OMol25 dataset.

XYZ file:
```
23
Properties=species:S:1:pos:R:3
S 0.96504 -3.69210 -2.03399
C 0.45467 0.52450 2.48530
H 1.02302 1.24501 2.95823
C 0.64727 0.52674 0.98029
H -0.57976 0.76865 2.65090
C -0.67748 0.29061 -1.07005
C 1.88695 0.83142 0.45326
H 0.18041 0.43909 -1.59794
C -2.95469 0.05856 0.39101
H -4.10798 -0.01373 -1.48688
N -1.77311 0.19051 1.00577
H 2.35431 0.03069 -1.16810
O 2.27354 0.93463 -0.75091
H 0.87824 -0.39100 2.83834
H -1.99746 -0.20345 -2.72657
C -3.08380 -0.00309 -0.96463
H 3.80528 0.66416 0.84075
O 2.95211 0.90067 1.36697
H -3.82416 0.05078 0.94095
C -1.87477 0.10687 -1.68430
C -0.60207 0.39991 0.28338
N 2.34128 -1.35247 -1.84002
C 1.71318 -2.30698 -1.87176
```

Maximum force, eV Å⁻¹: 4.010
LUMO level, Eh: 0.123
Gap between HOMO and LUMO, eV: 7.793
Total charge: -1
Energy above the lowest of the compared OMol25 structures with the same formula, charge and spin, kJ/mol: 79.66

---

No. 2
The following is a quantum chemistry calculation of a molecular structure, C6H10O, from the OMol25 dataset.

XYZ file:
```
17
Properties=species:S:1:pos:R:3
C -1.13381 0.19918 0.57250
H 0.37546 2.01919 -1.07119
H 0.68250 0.66429 1.67663
C 0.82624 1.27842 -0.38750
C 0.04485 1.12866 0.91740
H -1.95364 0.80111 0.14430
C -0.61167 -0.73409 -0.52861
H -1.54089 -0.34331 1.43818
C 1.81659 -0.98359 -0.27559
H -0.30866 2.09069 1.31414
C 0.60173 -1.52990 -0.24671
H 2.68052 -1.45408 0.21860
H 1.88224 1.50566 -0.28558
H -2.43020 -0.94650 -1.12297
H 0.21708 0.26642 -1.03320
H 0.42388 -2.59103 -0.05244
O -1.57222 -1.37113 -1.27796
```

Maximum force, eV Å⁻¹: 0.634
LUMO level (alpha / beta), Eh: 0.004 / 0.004
Gap between HOMO and LUMO (alpha / beta), eV: 7.289 / 7.916
Energy above the lowest of the compared OMol25 structures with the same formula, charge and spin, kJ/mol: 534.89

---

No. 3
The following is a quantum chemistry calculation of 2 unconnected molecules or ions with the total composition C4H5F2N, from the OMol25 dataset.

XYZ file:
```
12
Properties=species:S:1:pos:R:3
H -2.82970 -0.73132 -0.98889
F -0.63240 -2.07656 0.50292
H 1.98709 0.29207 0.09105
C -2.12016 -0.31868 -0.21440
H -2.44274 -0.43038 0.83547
H -1.85950 0.85946 -0.37030
N 3.86011 0.57346 0.65473
C -0.08051 0.23330 -0.16408
F 3.25958 -1.26086 -0.64673
H 4.81388 0.30666 0.53676
C 3.02624 -0.18061 0.09180
C -0.70762 -0.83903 0.03034
```

Maximum force, eV Å⁻¹: 4.529
LUMO level, Eh: -0.016
Gap between HOMO and LUMO, eV: 10.115
Energy above the lowest of the compared OMol25 structures with the same formula, charge and spin, kJ/mol: 522.81

---

No. 4
The following is a quantum chemistry calculation of 7 unconnected molecules or ions with the total composition C25H70N6O7, from the OMol25 dataset.

XYZ file:
```
108
Properties=species:S:1:pos:R:3
C 1.26759 -0.27957 0.73299
H 0.94448 -4.85342 -4.03543
H 2.11053 3.17357 2.92645
C 5.97881 1.17877 -0.97952
H 1.03265 2.72637 4.14861
C 0.89825 -3.95313 -3.70956
N 1.11401 -0.30140 -0.68102
H 0.24318 -3.87932 1.17151
H -1.36836 -4.83501 3.04308
O 0.97747 1.33559 2.63044
C -2.88090 -4.19585 4.49666
C -3.71756 3.45491 1.35824
H -1.46468 -1.49911 -2.34707
H -4.15795 -5.57102 4.70205
H -1.71207 4.79776 -0.86301
H -2.63301 2.15909 0.22550
H -5.01064 4.90777 0.45491
H -1.20667 -1.06824 5.03166
H 6.78384 -0.58351 -5.49680
H -3.41178 -2.03911 4.66565
C -1.28997 -0.98771 4.15418
C -2.15247 -5.20033 3.50145
C 2.18344 -3.45367 -2.92895
H 8.48947 -0.06308 -5.13116
H 7.02746 0.70946 -0.84655
O 7.08615 0.48695 -3.73389
H 4.17209 -3.78403 -3.04637
H 2.18604 -5.09995 -1.67651
H -3.50823 -1.64343 -0.09715
H -5.29908 3.03748 2.66096
C 7.46738 0.18955 -5.05746
H 0.81231 -3.40635 -4.55428
H -2.60799 -5.48609 2.60727
H 2.75217 -1.31819 1.94104
H -5.55308 3.41885 0.02226
H -2.74902 2.36891 -1.84357
H -3.25835 -2.70234 3.02440
H 7.22532 1.11278 -5.57432
C 5.70204 0.74322 -3.47441
H -0.28050 -0.47117 3.77804
C -2.47157 -1.14078 0.15210
H -4.65171 -4.53749 3.89071
C -2.04038 -0.62143 -2.18166
H 1.07687 -5.09059 0.34534
C -4.47638 3.61138 2.72456
H 5.20509 0.50000 -0.72718
H -2.91903 4.22005 1.24288
H 0.56355 -0.83809 1.33101
O -2.02586 -0.19570 -0.77902
C -0.57308 4.74165 -0.64592
C 5.67726 1.84187 -2.30045
H 2.03029 -4.02557 1.06368
H -0.34555 3.60082 -0.67998
C -2.85137 -2.81442 4.03325
C -4.70420 3.97458 0.20220
H -4.88398 5.09470 5.08858
H -6.42773 4.46289 4.25760
C 1.13451 1.17527 1.18419
C 1.04625 -4.10081 0.47581
N -1.83640 0.30133 -4.54784
N 3.44916 -4.02848 -3.53121
H -2.17475 -0.47362 3.76885
C -5.45930 5.22741 4.20257
H 3.37653 0.00804 0.85047
H 3.80021 1.64929 -2.08817
H -3.08708 -1.04505 -2.23420
C -1.73977 0.72023 -3.08633
H -3.98863 3.16164 3.60091
H 1.01390 -1.31358 -0.84600
H 6.30676 2.43833 -2.80105
H 0.13945 -0.20480 -0.64998
H 0.04869 -3.88613 -3.09152
O -1.42434 -2.38492 3.88302
H -1.84823 -6.14241 3.77680
H 1.31023 5.13900 -1.24567
H -2.30915 -4.32736 5.52039
H -2.61772 -0.77843 1.14481
H 5.12646 -0.16042 -3.08962
H 2.38927 -2.49423 -2.96414
H -1.61102 -1.88692 0.28624
N -3.26278 2.09298 1.07020
H 2.67981 -1.82712 0.45712
H 3.38499 -4.95938 -3.13441
N 4.31504 2.26708 -2.15927
C 1.10653 2.57333 3.03487
H -2.77008 1.88684 1.79872
H -0.65351 5.21405 0.35354
O -4.67843 4.98315 2.94719
H 1.86085 1.75595 0.78000
H -5.71980 6.30439 4.24167
O 1.10519 -3.49878 -0.83885
O 0.32287 5.39459 -1.32691
C 2.59561 -0.87764 0.97420
H -2.47256 2.59930 -3.67691
H -1.10164 -0.33119 -4.65519
H 3.04258 -3.48491 -0.87187
N -4.16189 -4.70787 4.78366
H -3.72591 1.43564 -3.29612
H -1.56903 1.06833 -5.25444
H 0.10489 1.67394 0.76548
H 0.43016 3.21260 2.52359
H 3.92538 2.97446 -2.75506
C 2.23472 -4.00277 -1.52674
C -2.74558 1.81254 -2.89316
H -4.16027 3.97084 -0.66710
H 5.88187 1.84350 -0.19233
H -0.73735 0.96642 -2.98014
H 5.34875 1.15647 -4.23810
```

Maximum force, eV Å⁻¹: 18.133
LUMO level, Eh: 0.018
Gap between HOMO and LUMO, eV: 9.278
Energy above the lowest of the compared OMol25 structures with the same formula, charge and spin, kJ/mol: 1529.88

---

No. 5
The following is a quantum chemistry calculation of a molecular structure, C25H49NO2SSi2V, from the OMol25 dataset.

XYZ file:
```
81
Properties=species:S:1:pos:R:3
H -1.43589 3.26005 -1.35202
C -5.24785 3.27634 1.89715
H 0.27735 2.85405 -3.14827
H 1.53990 2.65202 -1.89111
C 1.87194 -1.94129 -0.04698
C 4.08073 -4.23074 -0.74695
H -4.43821 -0.92935 4.26886
H 0.41569 -4.14062 -2.27272
H -5.45980 -1.74147 0.17628
H 4.23376 -1.36268 -3.68294
H 2.31865 -5.12724 1.38176
C -3.79336 -0.41887 3.53550
H 2.68141 -0.48327 -3.86049
H -0.53294 0.60286 -2.89735
H 1.64162 -5.99098 -0.01331
C -3.23962 -3.19462 2.37736
H -4.97393 1.86399 0.21551
C 1.64105 -5.02935 0.52276
C -2.84243 3.09944 2.47118
C -3.17164 2.31426 1.38203
H -2.35142 2.22707 -3.18785
H -2.31046 -3.20644 2.96384
C 0.43792 4.12149 4.02776
C -5.48263 -1.47350 1.24135
H -1.58846 4.92538 4.15219
H 4.22775 1.73439 -0.40190
H 1.86870 -5.06660 -2.68486
C 0.58539 3.12896 -2.12980
H 1.93645 -1.17366 -0.85774
H 0.71706 4.21089 -2.09162
H 0.62818 -4.83661 0.88649
H 4.67930 -3.65608 -1.46215
C 4.45021 0.74911 -4.11280
H -0.18468 3.14364 -0.09976
H 5.50894 0.74274 -3.84042
H -6.09010 -2.22988 1.75952
H -6.30339 3.50881 1.85435
H 4.10012 -5.28320 -1.07064
H -1.66762 -1.56701 0.54999
C 0.63334 2.14615 2.65253
H -4.01812 -3.70919 2.95696
C -2.58760 1.30815 -2.63950
C -0.47887 2.79321 -1.09645
H -3.09235 0.63523 -3.33317
V -1.50310 1.03372 0.89474
H -2.79360 -0.32751 3.98070
H -3.06864 -3.76489 1.45301
S -4.22239 4.01712 3.06050
C 5.05752 1.33610 -0.98117
H 4.57730 -4.19064 0.23314
H -2.95330 -0.73437 -0.33157
C -1.32563 0.63384 -2.14557
C 1.22265 3.10992 3.45542
C -1.48288 3.15378 2.94446
H 2.29738 3.08251 3.62055
N -0.69879 2.16428 2.38784
H 5.18013 1.92231 -1.89062
C 3.71025 -0.41360 -3.47208
H 2.61227 -1.65965 0.71635
H -4.19542 0.59205 3.39479
O 3.57210 -0.31744 -2.03560
H 0.89462 -1.91359 0.46027
C -4.54437 2.41435 1.04673
Si -3.74044 -1.42959 1.95651
H -5.99709 -0.50878 1.34176
C 4.81807 -0.12441 -1.31664
C 1.51034 -4.08621 -2.33464
H -3.29929 1.53788 -1.83320
H 1.77166 -3.34506 -3.10036
C -0.93296 4.14789 3.77342
H 4.72200 -0.73124 -0.39953
O -0.72230 1.30405 -0.92942
C -2.49587 -0.83103 0.67503
H -1.52700 -0.38803 -1.80990
H 1.19175 1.33648 2.18105
H 5.66210 -0.51949 -1.91718
H 4.00708 1.70950 -3.83897
H 0.88411 4.88401 4.65123
Si 2.26706 -3.70215 -0.65577
H 5.96347 1.44004 -0.39091
H 4.39713 0.66228 -5.19695
```

Maximum force, eV Å⁻¹: 2.702
LUMO level (alpha / beta), Eh: 0.014 / 0.009
Gap between HOMO and LUMO (alpha / beta), eV: 5.774 / 7.842
Energy above the lowest of the compared OMol25 structures with the same formula, charge and spin, kJ/mol: 0.00
Multiplicity: 4

---

No. 6
The following is a quantum chemistry calculation of 12 unconnected molecules or ions with the total composition C36H60N4O28, from the OMol25 dataset.

XYZ file:
```
128
Properties=species:S:1:pos:R:3
C 13.97802 6.42041 12.16570
C 12.45986 8.65547 10.29576
H 11.07580 15.29105 14.83760
C 16.06850 6.95986 11.31878
H 14.91176 8.77398 15.47314
O 19.78252 7.66896 10.09888
C 11.83446 8.12959 7.40604
C 10.23584 14.99114 9.92230
O 17.96140 8.98090 9.71636
O 11.16340 6.63535 15.88728
H 12.14752 16.09394 16.39932
H 10.37350 12.68194 12.72016
H 12.69428 11.97024 18.13816
H 12.32682 14.52870 10.11538
H 16.37938 8.42604 8.31390
C 15.69654 7.98798 12.46228
H 18.59292 10.08446 7.16234
O 11.23272 10.74355 9.84656
H 9.27509 13.51740 8.99864
H 14.49622 15.27353 10.07115
C 17.16180 16.25231 14.68760
C 7.44828 10.59873 10.32206
O 13.22280 7.51419 16.07268
O 13.17270 13.38674 15.92900
C 11.56362 14.50468 9.33754
C 17.44059 14.95840 10.63330
C 15.11020 11.47393 11.53252
C 7.73854 14.68768 9.79320
O 17.33338 14.19314 9.53508
O 16.72932 10.52898 14.64130
H 9.50816 10.90374 10.71220
H 17.82202 8.53714 6.65084
H 13.20248 15.00541 18.61298
H 7.64146 9.89720 9.51050
H 11.82450 15.17777 8.52084
H 14.41728 11.97594 17.84162
H 15.37068 13.36668 9.30554
O 16.44198 15.82427 10.64792
O 11.80562 8.72293 14.87200
H 10.08663 15.57039 13.33066
O 7.42424 12.00595 12.85988
C 17.31558 14.40780 15.84122
O 14.12800 11.19140 12.33246
H 16.02748 7.38124 10.31438
H 16.25510 7.70964 13.35594
O 18.43098 10.68048 16.07422
H 15.51522 16.21888 8.87448
H 13.84978 16.28774 15.94852
C 15.49352 15.50199 9.69526
H 17.98110 11.80615 13.45822
H 13.41074 9.42114 13.87844
H 12.90452 8.02740 7.58674
O 19.15552 8.18582 8.06710
C 17.70292 15.53386 16.79666
C 9.84460 11.80509 13.09366
H 7.46918 15.74387 9.79270
O 14.26094 7.63911 12.52970
H 7.12584 14.30840 8.97538
C 13.30608 13.66497 17.09992
H 16.44850 13.82152 16.14542
C 17.14492 9.17138 8.52952
O 12.94296 5.89969 12.40386
H 6.67616 10.17826 10.96636
C 18.21444 9.11533 7.48738
C 13.57952 12.60620 18.13996
C 12.97292 9.47088 14.87540
O 16.90924 17.04201 13.75078
O 18.49192 15.05539 11.27346
O 16.94794 15.03338 14.63336
C 11.00370 15.79662 13.87464
H 13.22116 16.94429 17.49264
N 9.14598 14.40167 9.46928
O 13.78260 16.83759 11.91680
H 10.15724 17.62984 13.55624
H 7.02506 11.50187 9.88238
H 18.70794 15.39479 17.19499
C 11.06422 17.28306 14.05144
N 8.60958 11.05741 11.14696
H 11.41142 7.14978 7.62766
H 13.76512 13.04697 19.11944
C 19.07552 10.39210 14.83426
H 16.65320 10.13962 8.43554
C 8.50974 11.66557 12.35906
H 11.86406 7.92987 10.84952
H 11.63080 13.46325 9.02288
H 7.36682 14.30907 10.74534
H 17.80698 10.18451 12.97600
H 16.98570 15.69373 17.60174
H 17.00410 6.40668 11.40096
H 20.02846 10.90167 14.69172
C 12.04226 7.52756 15.57904
O 15.59166 10.69077 10.72390
C 13.90338 8.76917 15.88696
O 10.17102 15.98760 10.66378
H 11.62298 8.40620 6.37314
H 16.02490 14.33479 7.96536
H 15.14122 14.00092 13.29596
C 12.81394 16.69194 12.71922
H 10.39700 10.86789 13.02584
H 13.93944 9.22051 16.87848
O 17.64148 16.64685 15.91314
O 16.28798 10.69910 16.86888
H 13.74420 13.85039 12.11842
C 14.59580 13.36683 12.59702
O 12.20502 17.68218 13.38516
C 16.02996 14.19510 9.04636
C 11.58496 9.59696 9.42175
H 19.31737 9.33176 14.76154
O 15.04718 5.95766 11.50260
C 17.07736 10.65670 15.93690
C 13.16780 16.11951 16.78202
H 13.18050 8.06353 9.73150
O 15.52638 12.71045 11.77448
H 10.94242 17.69907 15.05154
C 17.90852 10.79959 13.87014
H 9.70500 12.03871 14.14914
H 14.62904 12.05675 14.27978
N 11.31028 9.23775 8.15390
H 18.14258 13.70297 15.75524
C 18.97859 8.20842 9.35900
C 14.04068 12.21211 13.37546
O 12.18018 15.52804 13.03266
H 12.76006 10.50494 15.14654
H 10.67930 9.84755 7.65380
H 15.94704 8.99497 12.12862
H 12.91388 9.29000 11.05692
H 13.00074 12.43996 13.60934
N 13.33674 14.95523 17.61320
```

Maximum force, eV Å⁻¹: 8.723
LUMO level, Eh: -0.003
Gap between HOMO and LUMO, eV: 9.190

---

> What is the maximum force in the first record?

4.010 eV Å⁻¹

---

> Number 1 is which compound?

C9H9N2O2S

---

> The lowest maximum force belongs to which entry?

C6H10O